A 2-piece molecular cluster, C21H27F6N4 overall in a non-equilibrium geometry, computed with the ωB97M-V functional and the def2-TZVPD basis.

Results
total energy: -1634.305826 Eh
Kohn-Sham gap: 4.765 eV
charge: +1
LUMO: -5.666 eV
energy relative to the best compared isomer or geometry (same formula, charge and spin): 0.742 eV
highest occupied orbital energy: -10.431 eV

Each line ends with the natural charge from an NBO analysis.
Geometry (Å):
C (4.86, 3.10, 2.31)  -0.414
N (4.83, 1.94, 1.41)  -0.458
C (5.94, 1.89, 0.46)  -0.290
C (5.65, 2.82, -0.73)  0.961
F (6.68, 2.72, -1.60)  -0.309
F (4.50, 2.44, -1.31)  -0.325
F (5.54, 4.08, -0.27)  -0.321
C (3.59, 1.35, 1.06)  0.296
C (3.44, -0.05, 1.09)  -0.258
C (2.25, -0.63, 0.77)  -0.070
C (1.14, 0.15, 0.37)  -0.182
C (-0.10, -0.51, 0.17)  0.135
C (-1.39, 0.01, -0.06)  -0.174
C (-2.44, -0.90, -0.33)  -0.083
C (-3.70, -0.47, -0.63)  -0.239
C (-4.00, 0.90, -0.67)  0.278
N (-5.33, 1.34, -0.95)  -0.504
C (-5.67, 1.84, -2.29)  -0.404
C (-6.16, 1.86, 0.13)  -0.291
C (-5.71, 3.26, 0.57)  0.958
F (-6.74, 3.83, 1.24)  -0.312
F (-4.64, 3.15, 1.36)  -0.327
F (-5.40, 3.98, -0.53)  -0.325
C (-2.99, 1.81, -0.33)  -0.172
C (-1.73, 1.38, -0.01)  -0.136
C (1.35, 1.54, 0.20)  -0.114
C (2.53, 2.12, 0.56)  -0.192
H (4.03, 3.05, 3.00)  0.215
H (5.79, 3.10, 2.88)  0.221
H (4.80, 4.02, 1.73)  0.202
H (6.86, 2.22, 0.94)  0.240
H (6.08, 0.87, 0.11)  0.229
H (4.29, -0.65, 1.39)  0.244
H (2.15, -1.70, 0.82)  0.226
H (-0.05, -1.58, 0.22)  0.213
H (-2.23, -1.95, -0.29)  0.225
H (-4.49, -1.18, -0.81)  0.247
H (-4.97, 1.45, -3.03)  0.212
H (-6.68, 1.54, -2.56)  0.210
H (-5.62, 2.93, -2.30)  0.202
H (-7.20, 1.90, -0.19)  0.238
H (-6.10, 1.18, 0.98)  0.228
H (-3.25, 2.85, -0.27)  0.237
H (-1.03, 2.10, 0.37)  0.221
H (0.62, 2.13, -0.32)  0.224
H (2.69, 3.17, 0.38)  0.235
C (1.89, -6.57, 0.65)  -0.410
N (1.48, -5.81, -0.51)  -0.493
N (0.16, -5.20, -0.43)  -0.493
C (-0.80, -5.68, -1.41)  -0.410
H (2.84, -7.08, 0.48)  0.207
H (1.99, -5.93, 1.53)  0.161
H (1.14, -7.33, 0.87)  0.205
H (2.19, -5.14, -0.83)  0.341
H (0.21, -4.18, -0.40)  0.321
H (-1.79, -5.27, -1.24)  0.192
H (-0.48, -5.43, -2.42)  0.170
H (-0.86, -6.77, -1.34)  0.211